Density functional theory data (ωB97M-V/def2-TZVPD) for a 2-piece molecular cluster, C5H14 overall in a non-equilibrium geometry.

Output
Net charge = 0
HOMO energy = -11.0991 eV
Energy = -5410.973 eV
SMILES string = CCC.CC
Kohn-Sham gap = 12.22 eV
F_max = 5.23 eV/Å

Each line ends with the natural charge from an NBO analysis.
Geometry (Å):
C 0.66208 -0.93971 0.95341  -0.608
C 1.68647 -0.67608 -0.09586  -0.406
C 2.48455 -1.89314 -0.63033  -0.617
H 0.99486 -1.67777 1.68941  0.207
H 0.57664 0.06346 1.40595  0.216
H -0.33875 -1.35413 0.52708  0.200
H 1.31761 -0.03064 -0.86525  0.202
H 2.45113 0.01887 0.33527  0.188
H 1.83740 -2.61020 -1.11071  0.202
H 3.23556 -1.73099 -1.46489  0.212
H 3.14380 -2.36706 0.20554  0.203
C -2.98227 1.25800 -0.33395  -0.596
C -1.71671 2.13220 0.05989  -0.621
H -3.76580 1.29750 0.48828  0.197
H -3.37379 1.75601 -1.14150  0.203
H -2.80351 0.27541 -0.51110  0.203
H -0.81225 1.67805 -0.29885  0.203
H -1.54528 2.16342 1.14869  0.201
H -1.72237 3.23042 -0.12693  0.210



Density functional theory data (ωB97M-V/def2-TZVPD) for an isolated molecule of C4H6N2 in a non-equilibrium geometry.

Output
Net charge = 0
HOMO energy = -10.0510 eV
Energy = -7222.979 eV
SMILES string = CN1C[C@H]1C#N
Kohn-Sham gap = 11.02 eV
F_max = 3.37 eV/Å

Each line ends with the natural charge from an NBO analysis.
Geometry (Å):
C -1.26707 -1.05571 0.35515  -0.466
N -0.25500 -1.00357 -0.74319  -0.354
C -0.21956 0.29111 -1.43675  -0.237
C 0.84257 -0.00642 -0.47469  -0.196
C 0.76034 0.68998 0.82151  0.259
N 0.68343 1.42103 1.68796  -0.314
H -0.75429 -1.86113 0.97690  0.214
H -1.41116 -0.18939 0.99230  0.202
H -2.31129 -1.51289 0.20166  0.225
H -1.05964 0.94014 -1.11791  0.206
H 0.00742 0.42085 -2.53244  0.219
H 1.83222 -0.23362 -0.72525  0.243



Density functional theory data (ωB97M-V/def2-TZVPD) for a 2-piece molecular cluster, Br2ClP overall in a non-equilibrium geometry.

Output
Net charge = 0
HOMO energy (spin up / spin down) = -10.2550 / -8.8101 eV
Energy = -161895.612 eV
Kohn-Sham gap (spin up / spin down) = 8.00 / 5.52 eV
F_max = 1.31 eV/Å

Each line ends with the natural charge from an NBO analysis.
Geometry (Å):
P 0.63284 0.53813 -0.84683  0.616
Cl 0.58354 1.47598 0.90297  -0.225
Br 0.23046 -2.18175 1.18014  -0.261
Br -1.44684 0.16765 -1.23629  -0.131



Density functional theory data (ωB97M-V/def2-TZVPD) for a 2-piece molecular cluster, FH3N2 overall in a non-equilibrium geometry.

Output
Net charge = 0
HOMO energy (spin up / spin down) = -10.9992 / -10.9543 eV
Energy = -5740.665 eV
Kohn-Sham gap (spin up / spin down) = 10.39 / 10.46 eV
F_max = 4.28 eV/Å

Each line ends with the natural charge from an NBO analysis.
Geometry (Å):
N 1.19465 -0.41175 -0.18021  -0.617
N -1.04199 0.70402 0.06427  -0.029
F -1.64937 -0.53624 -0.05533  -0.245
H 1.69651 0.28088 0.45620  0.303
H 0.82979 -1.09105 0.54335  0.307
H -1.02960 1.05413 -0.82829  0.281



Density functional theory data (ωB97M-V/def2-TZVPD) for a 2-piece molecular cluster, C4H11NO3 overall in a non-equilibrium geometry.

Output
Net charge = -1
HOMO energy (spin up / spin down) = 0.7213 / -3.6265 eV
Energy = -11956.397 eV
Spin multiplicity = 2
<S²> = 0.753
Kohn-Sham gap (spin up / spin down) = 3.22 / 7.48 eV
F_max = 8.06 eV/Å

Each line ends with the natural charge from an NBO analysis.
Geometry (Å):
O 0.59662 1.59402 -1.57247  -0.785
C -0.27920 0.79314 -1.52014  0.015
C -0.21978 -0.33766 -0.50829  -0.130
C -1.30024 0.15013 0.56603  -0.453
C -1.64406 -1.02629 1.48289  -0.081
O -2.39612 -2.00086 0.81840  -0.752
N 1.07181 -0.54296 0.05950  -0.868
H -0.96739 0.72161 -2.38575  0.054
H -0.52224 -1.32298 -0.98154  0.121
H -2.14353 0.68285 0.22598  0.209
H -0.80597 0.92768 1.22825  0.185
H -2.28057 -0.52019 2.23701  0.151
H -0.84692 -1.61165 1.95593  0.160
H -1.81858 -2.22194 -0.02889  0.460
H 1.80426 -0.23228 -0.59712  0.370
H 1.15575 -0.09094 1.01366  0.355
H 3.67930 1.01958 -0.46492  0.455
H 2.62199 1.67488 0.24447  0.484
O 3.45962 1.31911 0.38076  -0.952



Density functional theory data (ωB97M-V/def2-TZVPD) for an isolated molecule of C5H10OS in a non-equilibrium geometry.

Output
Net charge = 0
HOMO energy = -8.2801 eV
Energy = -18223.174 eV
SMILES string = C=[S@](C)(=O)C1CC1
Kohn-Sham gap = 9.03 eV
F_max = 6.61 eV/Å

Each line ends with the natural charge from an NBO analysis.
Geometry (Å):
C -0.46495 0.90660 1.57935  -0.978
S -0.91238 0.08814 0.22765  1.516
C -1.39967 1.33004 -1.00142  -0.805
O -2.31014 -1.08260 -0.15006  -0.925
C 0.45653 -0.82247 -0.45634  -0.421
C 1.78643 -0.29054 -0.10128  -0.410
C 1.39274 -1.67634 0.26570  -0.397
H 0.04520 0.25748 2.14463  0.209
H -1.12771 1.60074 1.98201  0.243
H -1.52386 0.92925 -2.01472  0.256
H -2.41324 1.72126 -0.80755  0.268
H -0.88894 2.23513 -1.06813  0.231
H 0.06101 -1.08339 -1.45866  0.278
H 1.91734 0.49282 0.56327  0.248
H 2.44249 -0.29065 -0.92784  0.215
H 1.64004 -2.60338 -0.18430  0.244
H 1.29910 -1.71210 1.40770  0.227



Density functional theory data (ωB97M-V/def2-TZVPD) for an isolated molecule of C4H5FOS in a non-equilibrium geometry.

Output
Net charge = 0
HOMO energy = -9.1157 eV
Energy = -19827.322 eV
SMILES string = OC/C=C(/F)C=S
Kohn-Sham gap = 7.84 eV
F_max = 2.49 eV/Å

Each line ends with the natural charge from an NBO analysis.
Geometry (Å):
O -2.53421 -2.33820 0.65335  -0.693
C -1.82772 -1.08904 0.69479  -0.114
C -0.35467 -1.19400 0.35307  -0.210
C 0.50366 -0.19756 0.03690  0.301
F 1.73979 -0.58483 -0.22073  -0.309
C 0.20700 1.20116 -0.09726  -0.359
S 1.29827 2.25355 -0.71066  0.097
H -2.34761 -2.70097 -0.26552  0.464
H -2.04637 -0.70828 1.67587  0.203
H -2.25455 -0.32372 0.03578  0.173
H 0.08336 -2.21214 0.41590  0.231
H -0.76120 1.53398 0.34332  0.217



Density functional theory data (ωB97M-V/def2-TZVPD) for C2H3BrO2 as an isolated structure in a non-equilibrium geometry.

Output
Net charge = 0
HOMO energy (spin up / spin down) = -8.3695 / -8.3691 eV
Energy = -76251.648 eV
Kohn-Sham gap (spin up / spin down) = 7.51 / 7.51 eV
F_max = 3.10 eV/Å

Each line ends with the natural charge from an NBO analysis.
Geometry (Å):
C 0.54091 -0.37019 -0.53552  0.270
C 0.16883 0.45303 0.57292  -0.655
O 1.85595 -0.65520 -0.86473  -0.261
O 0.92442 -1.69226 -0.60724  -0.280
Br -1.44166 1.17125 0.21420  0.495
H -0.19499 -0.24309 -1.34414  0.127
H -2.72268 0.69700 1.21845  0.058
H 0.86923 0.63946 1.34607  0.246



Density functional theory data (ωB97M-V/def2-TZVPD) for C5H8O as an isolated structure.

Output
Net charge = 0
HOMO energy = -9.0459 eV
Energy = -7359.007 eV
Kohn-Sham gap = 10.17 eV
F_max = 0.35 eV/Å

Each line ends with the natural charge from an NBO analysis.
Geometry (Å):
C -1.60256 0.09631 0.33539  -0.402
C -2.90802 -0.13778 0.26908  -0.388
C 1.80218 0.61651 -0.80522  -0.364
C 1.57441 -0.84089 -0.49747  -0.084
O 1.57629 -0.49222 0.92527  -0.505
C 1.78201 0.80966 0.51539  0.138
H -1.09525 0.72075 -0.39776  0.195
H -0.97350 -0.32181 1.11866  0.205
H -3.41744 -0.75689 1.00390  0.192
H -3.52466 0.28287 -0.52215  0.191
H 0.60575 -1.26603 -0.77739  0.200
H 2.38969 -1.53576 -0.71567  0.196
H 1.87045 1.60998 1.24346  0.199
H 1.92065 1.21532 -1.69548  0.226



Density functional theory data (ωB97M-V/def2-TZVPD) for an isolated molecule of C10H6F13N3O2S.

Output
Net charge = 0
HOMO energy = -11.3227 eV
Energy = -65189.396 eV
SMILES string = N#C[C@H](CCC(F)(F)C(F)(F)C(F)(F)C(F)(F)S(F)(F)(F)(F)F)[C@@H](C#N)ON=O
Kohn-Sham gap = 10.49 eV
F_max = 0.92 eV/Å

Each line ends with the natural charge from an NBO analysis.
Geometry (Å):
N 3.28633 -0.52146 2.76871  -0.282
C 2.98666 -0.48924 1.66620  0.270
C 2.56570 -0.52395 0.26799  -0.331
C 1.08290 -0.08122 0.17947  -0.389
C 0.97449 1.41353 0.49827  -0.472
C -0.19895 2.15777 -0.12660  0.648
F -0.55876 1.59781 -1.31276  -0.326
F 0.23445 3.42347 -0.42201  -0.321
C -1.45035 2.38594 0.76770  0.585
F -0.97091 2.66924 2.00838  -0.310
F -2.15342 3.45289 0.36693  -0.290
C -2.43289 1.18423 0.98983  0.580
F -3.26271 1.59126 1.97200  -0.289
F -1.71556 0.16005 1.48672  -0.303
C -3.35989 0.81546 -0.24583  0.465
F -4.62460 0.97541 0.14656  -0.289
F -3.16259 1.66858 -1.24716  -0.290
S -3.23900 -0.97334 -0.92390  2.375
F -3.09532 -0.47129 -2.41331  -0.448
F -4.80295 -1.04983 -1.13400  -0.447
F -3.41576 -1.49880 0.55860  -0.458
F -1.66348 -0.92780 -0.77056  -0.470
F -3.11180 -2.46408 -1.41374  -0.438
C 2.70734 -1.97730 -0.28085  0.000
C 2.93110 -1.90608 -1.72863  0.222
N 3.04894 -1.79799 -2.86183  -0.256
O 3.70021 -2.73631 0.39020  -0.423
N 5.01056 -2.58709 -0.24464  0.400
O 5.54237 -3.60414 -0.29868  -0.181
H 3.17749 0.15910 -0.31972  0.257
H 0.56462 -0.67098 0.93056  0.228
H 0.75106 -0.32280 -0.82575  0.236
H 1.85729 1.90392 0.08890  0.239
H 1.02440 1.54875 1.57417  0.258
H 1.77300 -2.50369 -0.09122  0.250



Density functional theory data (ωB97M-V/def2-TZVPD) for C14H15NO3Pb as an isolated structure in a non-equilibrium geometry.

Output
Net charge = -2
HOMO energy (spin up / spin down) = 0.9603 / 0.9608 eV
Energy = -27638.275 eV
Kohn-Sham gap (spin up / spin down) = 3.86 / 3.86 eV
F_max = 2.75 eV/Å

Each line ends with the natural charge from an NBO analysis.
Geometry (Å):
C -1.08973 0.81095 -3.95545  -0.319
C 0.26670 0.80435 -4.40031  -0.392
C 0.99143 1.76087 -3.62472  -0.390
C 0.07158 2.37533 -2.71565  -0.387
C -1.21614 1.79525 -2.93358  -0.353
Pb 0.50661 -0.51708 -1.30594  1.157
N -1.47997 -1.38300 -1.72505  -1.568
C -0.28594 -3.61201 -2.39810  -0.293
C 0.74810 -3.08897 -3.08008  -0.551
H 2.04902 2.01141 -3.73339  0.177
H 0.67178 0.19387 -5.20654  0.177
H 0.30494 3.16526 -2.00041  0.186
H -2.13562 2.07896 -2.42032  0.187
H -1.89121 0.18951 -4.34676  0.196
H 0.60808 -2.54923 -4.02001  0.203
H -1.30574 -3.56604 -2.77165  0.219
H -2.20780 -1.13878 -1.02596  0.296
H 1.77854 -3.19565 -2.72878  0.174
H -0.15570 -4.16386 -1.46433  0.174
O 0.64331 2.55372 2.66137  -0.698
C 0.43718 1.53388 3.49781  0.372
C 0.57830 1.76857 4.88146  -0.308
C 0.40885 0.73252 5.78717  -0.202
C 0.09219 -0.55033 5.31863  -0.299
C -0.06549 -0.79121 3.94658  -0.138
C 0.10366 0.23244 3.01245  -0.237
C 0.03649 0.00985 1.53808  0.747
O -0.02965 -1.17634 1.06450  -0.711
O 0.12483 1.03394 0.75282  -0.756
H 0.45136 2.15171 1.74174  0.516
H 0.81711 2.77476 5.21309  0.204
H 0.52845 0.91335 6.85915  0.191
H -0.02752 -1.37642 6.01714  0.192
H -0.32800 -1.78155 3.56503  0.233



Density functional theory data (ωB97M-V/def2-TZVPD) for an isolated molecule of CH2N2OS2 in a non-equilibrium geometry.

Output
Net charge = 0
HOMO energy (spin up / spin down) = -8.4055 / -8.9521 eV
Energy = -27763.611 eV
Spin multiplicity = 3
<S²> = 2.009
Kohn-Sham gap (spin up / spin down) = 8.76 / 6.69 eV
F_max = 4.56 eV/Å

Each line ends with the natural charge from an NBO analysis.
Geometry (Å):
C 0.88152 -0.32745 -0.25950  -0.078
N -1.59039 0.19227 -0.40120  -0.162
N 0.49140 -0.05621 0.95531  -0.752
O -2.50762 0.88687 -0.64515  -0.163
S 2.40455 -0.71332 -0.67998  -0.126
S -0.35041 -0.23196 -1.57971  0.471
H 1.14123 0.07334 1.60602  0.407
H -0.47027 0.17646 1.00421  0.402